ORCA calculation (wB97M-V/def2-TZVPD) on a cluster of 10 separate species, C44H68N4O6 in total.

Results
- Charge: +1
- Frontier orbital gap (spin up / spin down): 8.052 / 1.782 eV
- LUMO energy (spin up / spin down): -2.803 / -9.073 eV
- Multiplicity: 2

The geometry in XYZ format:
```
122
Properties=species:S:1:pos:R:3:mulliken_charge:R:1
C -18.07 24.43 1.74 -0.5072
C -19.28 25.31 1.94 -0.3078
C -20.49 24.37 2.24 0.5902
O -19.85 23.08 2.32 -0.4683
C -18.48 23.19 2.45 -0.4619
H -17.14 24.86 2.11 0.3339
H -17.93 24.22 0.68 0.2286
H -19.59 25.90 1.07 0.3871
H -19.17 25.98 2.79 -0.0957
H -21.26 24.40 1.47 0.1532
H -21.04 24.65 3.15 -0.4154
H -18.02 22.34 1.95 0.3336
H -18.19 23.12 3.50 0.2330
C -26.78 31.59 -0.04 -0.7401
C -27.41 30.74 0.99 0.5346
C -28.86 31.24 1.20 -0.4051
O -28.95 32.35 0.30 -0.4250
C -27.66 32.87 -0.03 -0.4680
H -26.90 31.05 -0.98 0.2775
H -25.71 31.80 -0.02 0.4357
H -26.73 30.83 1.83 -0.3300
H -27.43 29.68 0.73 0.0022
H -28.95 31.51 2.25 0.1852
H -29.68 30.53 1.15 0.3512
H -27.30 33.61 0.68 0.2713
H -27.70 33.23 -1.06 0.3395
C -20.80 27.34 5.30 0.9759
C -19.89 28.44 5.80 -0.5367
C -19.32 29.17 4.58 -0.6810
O -20.13 28.73 3.50 -0.4953
C -21.22 27.95 3.93 0.5764
H -21.68 27.13 5.89 -0.6752
H -20.23 26.41 5.28 0.0570
H -19.14 28.09 6.51 0.5037
H -20.42 29.20 6.36 0.0634
H -18.30 28.80 4.49 0.2832
H -19.39 30.26 4.67 0.3290
H -21.48 27.13 3.26 -0.0008
H -22.11 28.55 4.13 -0.3430
C -22.09 20.72 5.96 -0.6704
C -20.99 21.62 6.47 -0.6197
C -21.36 22.99 5.98 0.1348
O -22.75 22.97 6.12 -0.3071
C -23.20 21.72 5.70 -0.4837
H -22.35 19.91 6.64 0.3142
H -21.81 20.21 5.04 0.2796
H -20.08 21.33 5.94 0.3057
H -20.87 21.59 7.55 0.3175
H -21.16 23.16 4.92 -0.1464
H -20.98 23.81 6.58 0.2766
H -23.41 21.86 4.64 0.2780
H -24.15 21.47 6.18 0.3401
C -26.05 28.59 7.58 0.1856
C -27.36 28.53 6.86 -0.6263
C -27.57 30.00 6.62 -0.1278
O -27.16 30.60 7.82 -0.0853
C -26.18 29.81 8.52 -0.3699
H -25.17 28.72 6.95 -0.2249
H -25.90 27.64 8.09 0.4758
H -28.14 28.16 7.53 0.3759
H -27.23 27.97 5.94 0.3312
H -28.61 30.31 6.48 0.3581
H -26.97 30.37 5.80 0.1779
H -26.53 29.57 9.53 0.3271
H -25.27 30.41 8.47 0.3170
C -23.78 32.07 5.57 0.1189
C -23.69 31.63 4.14 0.1519
C -22.39 32.19 3.74 -0.1221
O -22.46 33.47 4.39 -0.4586
C -23.18 33.44 5.60 -0.5305
H -23.23 31.42 6.25 -0.1492
H -24.76 32.00 6.04 0.1094
H -24.54 32.00 3.57 0.1033
H -23.75 30.56 3.94 -0.2398
H -22.28 32.40 2.67 0.3668
H -21.62 31.57 4.19 -0.0020
H -24.02 34.14 5.58 0.2981
H -22.56 33.54 6.49 0.2892
N -23.02 26.58 8.00 0.1468
C -22.56 27.77 8.34 -0.2225
C -21.51 27.94 9.28 -0.8718
C -21.05 26.83 9.95 -0.3664
C -21.55 25.59 9.67 -0.6149
C -22.52 25.51 8.69 -0.5437
H -22.85 28.68 7.82 0.6056
H -21.15 28.94 9.51 0.4721
H -20.34 26.90 10.76 0.4190
H -21.26 24.77 10.30 0.4623
H -23.02 24.58 8.45 0.4961
N -29.71 24.76 0.46 -0.5472
C -29.43 23.68 1.22 -0.3247
C -28.20 23.63 1.88 -0.6086
C -27.33 24.72 1.72 0.1761
C -27.61 25.82 0.91 0.0046
C -28.82 25.77 0.24 -0.4905
H -30.21 22.95 1.38 0.3694
H -27.95 22.76 2.47 0.4069
H -26.37 24.64 2.20 0.3901
H -26.96 26.69 0.87 0.2115
H -29.21 26.54 -0.40 0.3940
N -23.54 24.11 -3.05 -0.4907
C -23.31 25.09 -2.12 -0.3567
C -22.63 26.27 -2.51 -0.1985
C -22.16 26.41 -3.81 -0.4705
C -22.41 25.37 -4.71 -0.2094
C -23.01 24.21 -4.30 -0.3011
H -23.68 25.01 -1.11 0.5899
H -22.46 27.04 -1.78 0.3710
H -21.72 27.32 -4.21 0.3740
H -22.12 25.55 -5.73 0.3357
H -23.20 23.45 -5.03 0.3523
N -23.86 25.46 2.57 -0.1557
C -24.28 26.60 1.94 -0.8284
C -24.83 27.66 2.65 -0.6478
C -24.97 27.52 4.02 -0.0815
C -24.61 26.37 4.70 0.1820
C -24.06 25.33 3.92 -0.8916
H -24.05 26.72 0.89 0.5451
H -25.15 28.49 2.04 0.5457
H -25.41 28.35 4.55 0.3357
H -24.64 26.30 5.78 0.4337
H -23.66 24.45 4.40 0.4445
```